Record 1
Here is an isolated molecule of C18H23N3O5S from the OMol25 dataset. Energies are from ωB97M-V with the def2-TZVPD basis set.

Geometry as XYZ:
```
50
Properties=species:S:1:pos:R:3:forces:R:3:lowdin_charge:R:1
C -6.08169 -0.87875 1.83563 0.05 0.06 -0.21 -0.04
C -5.92867 -0.90599 0.31115 -0.15 0.00 -0.11 -0.54
C -5.63518 -2.33892 -0.15559 -0.03 0.16 0.03 -0.03
C -7.20702 -0.39331 -0.35423 0.16 -0.01 0.04 -0.04
C -4.76695 -0.04243 -0.08192 0.70 0.00 0.38 -0.23
C -3.49123 0.02933 0.40596 -0.42 0.06 -0.22 0.07
C -2.88112 1.00887 -0.41445 -1.04 -0.36 -0.06 -0.29
N -1.59246 1.49985 -0.38574 -0.04 0.38 -0.34 0.16
C -0.59439 1.06951 0.44299 0.03 0.10 -0.11 -0.41
O -0.73583 0.18424 1.25609 0.01 -0.13 0.07 0.10
C 0.71168 1.77093 0.24361 0.39 0.01 0.14 -0.11
C 0.81783 3.08965 -0.19507 0.03 -0.13 0.02 -0.02
C 2.06173 3.67788 -0.35105 0.02 0.00 0.01 -0.05
C 3.21312 2.95565 -0.07690 0.13 0.06 0.01 -0.04
C 3.10117 1.65509 0.37540 0.43 -0.19 0.00 -0.25
S 4.57520 0.71182 0.77085 -0.42 -0.08 -0.29 0.68
O 4.57475 0.39978 2.16768 -0.20 -0.20 0.08 -0.27
O 5.70812 1.41409 0.23082 -0.22 0.04 -0.16 -0.28
N 4.23719 -0.69784 -0.07362 0.11 0.88 0.68 -0.24
C 4.58411 -0.64058 -1.47992 0.34 0.04 -0.51 -0.16
C 6.05990 -0.99296 -1.69621 -0.14 0.25 -0.14 -0.19
O 6.37422 -2.23827 -1.11165 -0.02 -0.18 -0.08 -0.13
C 6.11820 -2.22886 0.27638 -0.22 -0.07 0.20 -0.18
C 4.64216 -1.94033 0.55694 0.43 -0.33 0.36 -0.16
C 1.86992 1.06096 0.54943 -0.36 0.00 0.03 0.02
N -3.73038 1.47040 -1.30608 1.20 0.64 -0.18 0.11
O -4.89945 0.81869 -1.10111 -0.55 -0.47 0.26 0.01
H -6.25380 0.13683 2.18407 -0.02 0.09 0.07 0.09
H -6.92784 -1.49379 2.13178 -0.09 -0.09 0.04 0.09
H -5.18860 -1.26306 2.32021 0.10 -0.05 0.11 0.08
H -4.72175 -2.71011 0.30233 0.09 -0.07 0.03 0.09
H -5.51862 -2.37104 -1.23642 0.02 -0.04 -0.11 0.09
H -6.45655 -2.99409 0.12365 -0.11 -0.10 0.03 0.09
H -7.41898 0.62557 -0.03974 -0.07 0.11 0.00 0.09
H -8.04746 -1.02493 -0.07749 -0.07 -0.08 0.04 0.09
H -7.10490 -0.40157 -1.43616 -0.06 0.01 -0.10 0.09
H -3.03262 -0.50733 1.20629 0.02 -0.15 0.18 0.11
H -1.40075 2.19376 -1.09371 0.11 -0.10 0.09 0.14
H -0.06791 3.67766 -0.38846 -0.08 0.04 -0.03 0.11
H 2.13385 4.70160 -0.68528 0.02 0.07 -0.02 0.11
H 4.19669 3.38100 -0.19912 0.08 0.11 -0.05 0.12
H 4.37958 0.37056 -1.83332 -0.03 -0.06 -0.25 0.12
H 3.94398 -1.35186 -2.01205 0.02 0.10 0.02 0.13
H 6.28390 -1.09130 -2.75972 -0.04 0.09 0.05 0.13
H 6.67968 -0.19972 -1.25596 -0.02 -0.12 -0.12 0.12
H 6.40259 -3.21571 0.64485 -0.01 0.10 0.07 0.13
H 6.73078 -1.45780 0.76781 0.01 -0.10 0.00 0.13
H 4.46666 -1.83184 1.62639 0.00 -0.25 -0.02 0.12
H 4.01520 -2.74131 0.15260 0.02 0.08 0.04 0.13
H 1.80195 0.05001 0.91806 -0.11 -0.12 0.02 0.13
```
Positions in Å, forces in eV/Å.

## Properties
Net charge ... 0
Energy relative to the best compared isomer or geometry (same formula, charge and spin) ... 2.912 eV
Electronic energy ... -1638.32462 Eh
Multiplicity ... 1
E_LUMO ... 0.1 eV

---

Record 2
Here is an isolated molecule of C6H7ClN2O2S from the OMol25 dataset. Energies are from ωB97M-V with the def2-TZVPD basis set.

Geometry as XYZ:
```
19
Properties=species:S:1:pos:R:3:forces:R:3:lowdin_charge:R:1
C 1.06521 2.17375 -0.19016 -2.77 -0.07 -1.30 -0.17
S 1.77703 0.55080 0.15146 0.68 1.12 -1.59 0.77
O 1.67555 0.12185 1.50148 -0.57 -0.36 0.85 -0.33
C 3.40511 0.61860 -0.67097 -1.48 -0.67 1.05 -0.69
Cl 4.38731 -0.54054 0.29100 0.05 -0.49 -0.33 0.44
O 0.74519 -0.42115 -0.78688 2.41 -0.50 0.09 -0.16
C -0.41214 -0.90337 -0.27332 -2.31 0.19 0.89 -0.44
N -1.18672 0.05378 0.16883 -1.75 0.87 0.02 0.14
C -2.52048 -0.17516 0.37022 2.64 -2.41 -0.35 -0.06
C -3.02337 -1.45544 0.25447 1.72 -0.40 -0.30 -0.01
C -2.05124 -2.43111 -0.06089 -0.46 2.59 -0.05 -0.11
N -0.80585 -2.19028 -0.34700 2.84 1.41 -0.61 0.17
H 0.79008 2.20734 -1.28540 1.19 0.09 0.94 0.10
H 0.03818 2.40418 0.20648 0.95 -1.29 0.33 0.07
H 1.63266 2.98580 0.20176 1.17 0.25 -0.16 0.05
H 3.82552 1.54994 -0.27348 -0.79 0.46 -0.32 -0.02
H -3.06246 0.65622 0.62908 -1.38 1.79 0.61 0.08
H -4.01985 -1.79796 0.36008 -0.88 0.25 0.19 0.09
H -2.25974 -3.40722 -0.24677 -1.26 -2.84 0.02 0.08
```
Positions in Å, forces in eV/Å.

## Properties
Net charge ... 0
Energy relative to the best compared isomer or geometry (same formula, charge and spin) ... 3.910 eV
Electronic energy ... -1351.03967 Eh
Multiplicity ... 1
E_LUMO ... 0.2 eV

---

Record 3
Here is C23H43BClN5Ru as an isolated structure from the OMol25 dataset. Energies are from ωB97M-V with the def2-TZVPD basis set.

Geometry as XYZ:
```
74
Properties=species:S:1:pos:R:3:forces:R:3:mulliken_spin:R:1
Ru -0.15925 1.17030 0.33715 1.37 -2.39 -1.92 1.58
Cl -0.00740 1.17813 -1.97668 0.56 -0.44 -2.45 0.24
C -1.26651 4.02284 2.29548 -0.06 0.15 -0.25 0.68
C -1.04742 2.79224 0.44863 -1.51 2.26 -0.10 1.24
N -0.39019 3.71184 1.24347 -0.81 -0.40 0.70 0.42
H -3.40320 3.58452 2.53960 -0.15 0.09 0.12 -0.05
N -2.38424 2.81683 0.77466 -0.07 0.63 0.40 -0.08
H -0.91554 4.50078 3.19483 -0.20 0.34 -0.10 -0.28
C 1.10337 3.66778 1.38539 -0.14 -0.42 -0.18 -5.99
C 1.63279 5.04380 1.68888 0.28 0.09 0.01 2.79
C 1.49533 2.64312 2.42930 0.25 -0.21 0.68 1.59
H 1.29500 5.39456 2.65828 -0.02 0.23 0.19 -0.05
H 2.72849 5.01171 1.69104 -0.14 0.06 0.10 -0.21
H 1.32955 5.74993 0.91758 -0.09 0.10 -0.01 -0.14
H 2.76252 2.79461 0.27350 -0.14 0.36 0.25 -0.18
H 1.73928 3.85489 -0.69433 -0.19 0.11 -0.27 0.00
H 1.21622 1.62682 2.08695 0.25 0.51 0.37 0.02
C 1.73154 3.13655 0.11669 0.23 -0.31 -0.70 2.12
H 1.00838 2.83108 3.38376 0.00 -0.05 0.20 -0.05
H 2.58651 2.66159 2.56927 -0.30 0.06 0.07 0.00
H 1.20589 2.22130 -0.26282 1.21 1.07 -0.27 0.17
C -2.48760 3.52851 1.98491 0.34 -0.16 -0.03 0.14
C -3.35879 0.70098 1.57213 -0.13 -0.46 0.38 0.15
H -4.10728 0.95984 2.31440 -0.18 0.10 0.19 0.05
H -3.55519 -0.32072 1.21403 -0.21 0.32 0.08 0.02
C -3.31505 1.69209 0.40637 0.50 -0.27 1.09 -0.96
H -3.51023 0.02753 -0.92184 0.01 0.37 0.07 0.03
C -4.70369 2.21811 0.16005 -0.33 0.05 -0.46 0.38
H -4.72272 2.86916 -0.71220 -0.03 0.18 -0.04 0.00
H -2.39728 0.63207 2.05824 0.12 0.14 0.15 0.01
H -1.82759 0.37694 -0.50993 -1.13 0.26 -0.41 -0.11
H -5.09769 2.74762 1.02582 -0.02 0.11 0.03 0.03
H -5.36301 1.36678 -0.04856 0.04 0.12 0.09 -0.03
C -2.81479 0.86721 -0.75360 0.23 -0.35 -0.41 0.27
H -2.72304 1.43393 -1.67712 0.27 0.00 -0.01 0.04
C 2.60801 -3.36471 -2.66496 -0.60 0.18 -0.20 0.00
N 2.38878 -2.45768 -1.62431 0.10 -1.37 -0.29 0.10
H 1.09184 -4.69360 -3.63966 0.22 -0.04 -0.25 0.02
N 0.47666 -3.36962 -2.04199 1.22 -0.90 -0.17 0.04
H 3.59147 -3.53450 -3.06160 -0.02 -0.09 -0.33 -0.02
C 3.29213 -1.41235 -1.07265 -0.23 -0.40 0.00 -0.96
C 4.61302 -2.04308 -0.64535 0.36 0.08 0.23 0.31
C 3.47788 -0.32817 -2.12731 0.04 0.19 -0.19 0.36
H 5.13531 -2.55646 -1.46735 -0.17 0.15 0.13 0.01
H 5.27282 -1.24278 -0.27168 -0.14 -0.30 -0.13 0.00
H 4.46083 -2.75926 0.17542 -0.03 0.14 -0.25 0.01
H 3.25211 -0.04282 0.57544 0.09 0.05 -0.07 0.06
H 2.29274 -1.50061 0.86310 -0.03 -0.06 0.04 -0.04
H 2.55698 0.26659 -2.18386 0.19 -0.11 -0.15 0.01
C 2.58450 -0.77286 0.11072 0.05 0.15 0.30 0.33
H 3.68232 -0.74650 -3.11814 0.11 0.02 0.07 -0.04
H 4.30501 0.33181 -1.83454 -0.16 -0.09 -0.10 0.01
H 1.67289 -0.24863 -0.21632 0.41 -0.34 0.07 -0.05
C 1.39258 -3.93418 -2.94306 0.15 0.41 0.00 0.07
C -1.49876 -2.35789 -3.01700 -0.13 -0.02 -0.29 0.15
H -1.13910 -2.58425 -4.02696 -0.08 0.05 0.04 0.00
H -2.59665 -2.35389 -3.01127 0.16 0.01 -0.12 0.00
C -0.99988 -3.38611 -2.00795 0.39 0.04 0.05 -0.45
H -2.56618 -2.84455 -0.67235 -0.01 -0.08 -0.02 0.01
C -1.47904 -4.80114 -2.26184 -0.47 -0.30 0.01 0.17
H -1.11959 -5.46342 -1.45361 -0.10 0.22 -0.38 0.00
H -1.14752 -1.35650 -2.72908 0.00 -0.24 -0.10 -0.02
H -1.06896 -1.92619 -0.41302 -0.01 -0.18 0.04 0.06
H -1.14824 -5.20038 -3.23567 -0.18 0.14 0.30 -0.01
H -2.58241 -4.78672 -2.22479 0.38 -0.21 -0.15 0.01
C -1.47392 -2.91267 -0.64421 -0.25 0.05 0.25 0.04
H -1.19065 -3.60102 0.15016 0.11 0.04 0.08 -0.01
C 1.14212 -2.61336 -1.18669 -1.07 2.70 1.60 0.06
B -0.26614 -1.82736 3.84146 0.22 -0.65 0.70 0.30
C -0.29567 -0.79581 2.69950 -0.17 2.27 -2.57 -0.46
N -0.29024 -0.01926 1.80294 -0.10 -3.82 4.35 0.06
H 0.57610 -2.65105 3.50249 -0.07 0.00 0.16 0.01
H -1.35389 -2.36792 3.99163 0.05 0.14 -0.12 0.00
H 0.07355 -1.25635 4.87108 -0.02 -0.07 -0.12 0.01
```
Positions in Å, forces in eV/Å.

## Properties
Net charge ... -2
Electronic energy ... -1755.67762 Eh
Multiplicity ... 5
E_LUMO (spin up / spin down) ... 4.3 / 4.2 eV

---

Record 4
Here is an isolated molecule of C4H3NO3S from the OMol25 dataset. Energies are from ωB97M-V with the def2-TZVPD basis set.

Geometry as XYZ:
```
12
Properties=species:S:1:pos:R:3:forces:R:3:lowdin_charge:R:1
O -3.00814 0.11737 -0.52246 -1.24 -0.29 0.90 0.08
N -2.12286 0.61030 -1.15762 0.78 0.85 1.54 -0.43
O -1.96340 0.50717 -2.32232 0.47 0.19 -2.25 0.12
C -1.03746 1.26165 -0.33180 1.87 -5.61 1.44 -0.09
C -0.16601 -0.32445 0.09172 0.60 3.13 -2.06 0.11
C 1.05929 -0.11080 -0.50542 -3.24 -0.28 2.64 -0.09
O 1.19065 1.10742 -1.12364 1.03 -1.02 -0.13 -0.04
C 0.11568 1.85247 -1.01652 -0.87 2.79 -0.59 -0.86
S 0.14050 3.38696 -1.51960 -0.16 0.03 -0.10 0.81
H -1.35034 1.60286 0.65406 -0.34 0.45 -0.64 0.15
H -0.74995 -1.12021 0.57622 0.84 0.45 -0.23 0.10
H 2.00259 -0.55781 -0.28114 0.27 -0.71 -0.50 0.12
```
Positions in Å, forces in eV/Å.

## Properties
Net charge ... 0
Energy relative to the best compared isomer or geometry (same formula, charge and spin) ... 5.026 eV
Electronic energy ... -832.68704 Eh
Multiplicity ... 1
E_LUMO ... -0.8 eV